{
  "formula": "C18H22N2O6",
  "method": "the ωB97M-V functional and the def2-TZVPD basis",
  "molar_mass_g_mol": 362.38,
  "e_tot_ha": -1260.10393,
  "lumo_energy_ev": 0.6224,
  "species": ["C", "O", "C", "C", "C", "C", "N", "C", "O", "N", "C", "C", "C", "C", "O", "O", "C", "C", "C", "C", "C", "O", "C", "C", "C", "O", "H", "H", "H", "H", "H", "H", "H", "H", "H", "H", "H", "H", "H", "H", "H", "H", "H", "H", "H", "H", "H", "H"],
  "positions_angstrom": [[-2.729, 2.285, -1.216], [-3.331, 1.012, -1.288], [-2.597, -0.072, -0.871], [-1.251, -0.057, -0.565], [-0.607, -1.217, -0.137], [0.871, -1.134, 0.227], [1.494, -2.432, 0.368], [1.386, -3.181, 1.489], [1.643, -4.362, 1.556], [1.014, -2.459, 2.618], [1.014, -1.088, 2.686], [1.039, -0.534, 4.070], [1.016, -0.373, 1.535], [1.120, 1.081, 1.487], [1.002, 1.851, 2.414], [1.388, 1.521, 0.236], [1.437, 2.929, 0.065], [1.591, 3.238, -1.426], [2.848, 2.599, -2.039], [2.362, 2.142, -3.412], [0.910, 1.787, -3.105], [0.475, 2.753, -2.162], [-1.331, -2.391, -0.022], [-2.679, -2.419, -0.343], [-3.323, -1.272, -0.767], [-4.645, -1.302, -1.078], [-3.496, 2.988, -1.537], [-2.428, 2.517, -0.190], [-1.860, 2.367, -1.874], [-0.688, 0.856, -0.659], [1.402, -0.596, -0.566], [1.680, -2.950, -0.478], [1.018, -2.986, 3.480], [1.853, -0.980, 4.639], [0.101, -0.775, 4.570], [1.152, 0.544, 4.047], [0.513, 3.372, 0.452], [2.281, 3.344, 0.628], [1.603, 4.332, -1.535], [3.676, 3.302, -2.090], [3.145, 1.739, -1.439], [2.923, 1.300, -3.807], [2.402, 2.967, -4.125], [0.248, 1.849, -3.971], [0.840, 0.779, -2.672], [-0.858, -3.301, 0.313], [-3.248, -3.331, -0.262], [-4.907, -0.407, -1.335]],
  "lowdin_charge": [-0.06, -0.09, -0.19, 0.04, -0.15, -0.19, 0.13, -0.56, 0.07, 0.17, -0.21, 0.01, -0.03, -0.43, 0.10, -0.03, -0.11, -0.29, -0.12, -0.14, -0.19, -0.12, -0.02, 0.00, -0.25, 0.08, 0.10, 0.10, 0.08, 0.10, 0.15, 0.16, 0.16, 0.09, 0.10, 0.07, 0.14, 0.14, 0.15, 0.12, 0.12, 0.11, 0.12, 0.13, 0.11, 0.11, 0.12, 0.11]
}